Record 1
A molecular structure, CH2P2S3 in a non-equilibrium geometry. Source: OMol25; level of theory: ωB97M-V with the def2-TZVPD basis set.

Calculated total energy in Ha: -1916.562243
Kohn-Sham gap (spin up / spin down) in eV: 6.0462 / 6.0430
Energy relative to the best compared isomer or geometry (same formula, charge and spin) in kJ/mol: 133.68

Each line ends with the Löwdin charge.
Positions of all 8 atoms, in Å:
C  -0.6149  -0.0071  -0.8422  -0.5673
P  0.8808  -0.8657  -0.3082  -0.0001
P  -0.2540  1.6218  0.4819  0.1461
S  1.9184  0.8679  0.1804  0.1845
S  0.7787  -2.5111  0.7440  0.2089
S  -0.7589  1.0829  2.3076  -0.0092
H  -0.4003  0.4704  -1.7301  -0.0341
H  -1.5496  -0.6590  -0.8335  0.0713

Record 2
A molecular structure, CH32CdO19 in a non-equilibrium geometry. Source: OMol25; level of theory: ωB97M-V with the def2-TZVPD basis set.

Calculated total energy in Ha: -1654.609112
Kohn-Sham gap in eV: 8.6667
Energy relative to the best compared isomer or geometry (same formula, charge and spin) in kJ/mol: 20.97

Each line ends with the Löwdin charge.
Positions of all 53 atoms, in Å:
Cd  -1.7505  0.4508  1.4308  1.5323
C  0.2384  -0.1239  -0.0114  -0.6745
O  0.9309  -0.0759  -1.2191  -0.2408
O  -0.7794  -0.9027  0.0814  -0.1789
O  0.3954  0.9226  0.7233  -0.1186
O  2.9759  1.5679  -1.6826  -0.0417
H  2.5116  2.0483  -2.3774  0.0210
H  2.2409  1.1109  -1.2518  -0.0230
O  0.7338  3.7439  1.1183  -0.0773
H  0.5754  2.8081  0.8114  -0.0047
H  -0.1023  4.1936  0.9450  0.0155
O  -3.2349  -1.3545  1.7622  -0.0856
H  -2.7843  -2.0665  2.2401  0.0612
H  -3.2984  -1.6327  0.8595  -0.0417
O  1.3366  1.8193  3.9497  -0.0814
H  0.3683  1.9005  3.7657  0.0325
H  1.8069  1.7414  3.1210  -0.0630
O  -0.5946  -0.7820  2.9595  -0.0942
H  -0.8980  -1.5646  3.3864  0.0485
H  0.3716  -0.8610  2.9759  0.0212
O  0.8450  -2.4266  -2.1145  -0.0403
H  -0.0039  -2.8450  -2.1061  0.0127
H  0.7955  -1.5497  -1.6943  -0.0541
O  -0.5574  2.1017  -2.0506  -0.0297
H  -0.0575  1.3577  -1.6939  -0.0039
H  0.1581  2.7544  -2.2089  0.0950
O  1.1377  0.0744  -3.8513  -0.0522
H  1.1662  0.0519  -2.8834  -0.0320
H  1.3561  1.0064  -4.0627  0.0444
O  -1.6892  2.6696  0.3418  -0.1357
H  -2.3584  3.3545  0.1700  0.0827
H  -1.2361  2.5196  -0.5300  0.0083
O  -3.1808  -2.5056  -0.5780  -0.0572
H  -3.7643  -2.2911  -1.3827  0.1273
H  -2.2937  -2.6839  -0.8851  0.0278
O  3.1426  -1.3362  -0.2871  -0.0107
H  3.8211  -0.7259  -0.0400  0.0447
H  2.3903  -0.7868  -0.5231  -0.0193
O  -3.0304  0.4202  -0.6201  -0.1226
H  -2.6285  -0.2950  -1.2127  0.0276
H  -3.8404  0.6316  -1.0574  0.0578
O  -1.5177  -0.8955  -2.4970  -0.0474
H  -1.5031  -0.1347  -3.1080  0.0824
H  -0.8706  -0.7369  -1.7944  -0.0067
O  1.8253  -1.6232  2.2996  -0.0415
H  1.4915  -2.5198  2.4643  0.0666
H  2.0979  -1.5533  1.3700  0.0163
O  -0.5898  -3.2795  0.7336  -0.0660
H  0.4001  -3.3851  0.6417  0.0745
H  -0.7767  -2.3896  0.4834  -0.0879
O  2.7161  1.7208  1.7741  -0.0294
H  3.5043  1.1560  1.8856  0.0908
H  2.0075  1.2012  1.4294  -0.0290

Record 3
17 unconnected molecules or ions with the total composition CH32O19 in a non-equilibrium geometry. Source: OMol25; level of theory: ωB97M-V with the def2-TZVPD basis set.

Calculated total energy in Ha: -1487.003103
Net charge: -2
Kohn-Sham gap in eV: 9.2921
Energy relative to the best compared isomer or geometry (same formula, charge and spin) in kJ/mol: 0.00

Each line ends with the Löwdin charge.
Positions of all 52 atoms, in Å:
C  0.3436  0.0934  -0.0963  -0.7022
O  0.0481  0.3202  1.2070  -0.1699
O  1.5972  -0.1644  -0.2772  -0.1247
O  -0.5567  0.0823  -0.9731  -0.0755
O  -2.2702  0.8701  -2.8476  -0.0944
H  -2.8249  1.3990  -2.2430  0.0664
H  -1.5743  0.5692  -2.1660  0.0212
O  -0.5474  -2.8165  -0.7682  -0.0514
H  -0.2557  -1.9707  -1.0473  -0.0438
H  -0.9198  -2.6951  0.1427  0.0338
O  2.2458  -2.6225  -0.8504  -0.0630
H  2.0018  -3.0291  -0.0108  0.0183
H  1.9148  -1.7350  -0.7299  -0.0461
O  2.1686  2.1823  1.4598  -0.0476
H  1.5344  1.4956  1.2105  -0.0073
H  2.4779  2.5660  0.6421  0.0317
O  -1.0477  1.7651  2.8604  -0.0546
H  -0.6441  1.4060  2.1025  -0.0727
H  -0.5137  1.3039  3.4947  0.0008
O  -3.1246  -1.7208  -2.7075  -0.0539
H  -2.5767  -0.9637  -2.7974  -0.0337
H  -2.6459  -2.4405  -3.1314  0.0536
O  -0.0356  2.8242  -2.5937  -0.0606
H  -0.4552  2.7164  -3.4611  0.0557
H  -0.5972  2.3203  -2.0210  -0.0306
O  1.9237  -1.3544  2.4603  -0.0454
H  1.8903  -2.3096  2.2300  0.0749
H  1.4899  -0.9021  1.7493  -0.0120
O  2.4135  1.4034  -2.2316  -0.0835
H  2.2321  0.7716  -1.5072  -0.0216
H  1.5428  1.7569  -2.4235  -0.0283
O  4.2036  -0.4455  -0.0741  -0.0794
H  4.4676  -0.1366  0.7852  0.0079
H  3.2226  -0.3678  0.0168  -0.0135
O  -3.0914  -0.8700  -0.1522  -0.0652
H  -3.1062  -1.5229  -0.8618  0.0118
H  -2.1674  -0.6525  0.0184  0.0041
O  0.2519  -1.0462  -3.0412  -0.0432
H  1.0971  -0.8225  -3.3374  0.0000
H  0.1612  -0.5622  -2.1811  -0.0262
O  -1.2524  2.5826  -0.1342  -0.0147
H  -0.7685  1.7739  -0.0178  -0.0125
H  -0.7098  3.2636  0.2341  0.0492
O  -3.3027  -0.0182  2.4611  -0.0647
H  -2.5461  0.5101  2.4939  -0.0559
H  -3.2577  -0.4844  1.6330  -0.0334
O  -1.3163  -1.6957  1.8295  -0.0608
H  -1.1595  -1.7280  2.7701  0.0542
H  -0.7453  -0.9800  1.5396  -0.0384
O  1.3655  0.7508  4.0801  -0.0430
H  2.0451  1.3317  3.7350  0.0318
H  1.3741  -0.0017  3.5276  -0.0417

Record 4
A molecular structure, CH33LiO16 in a non-equilibrium geometry. Source: OMol25; level of theory: ωB97M-V with the def2-TZVPD basis set.

Calculated total energy in Ha: -1269.026214
Kohn-Sham gap in eV: 8.6852
Energy relative to the best compared isomer or geometry (same formula, charge and spin) in kJ/mol: 95.67

Each line ends with the Löwdin charge.
Positions of all 51 atoms, in Å:
Li  0.4152  -1.4623  -1.1597  0.5170
C  0.3149  0.2789  -0.0438  -0.1996
O  0.3046  -1.1377  0.1235  -0.4482
H  -0.3649  0.6130  -0.7882  0.0377
H  1.3643  0.4822  -0.3833  0.1143
H  -0.1323  0.6609  0.7417  0.0135
O  1.5990  -0.7668  -2.8462  -0.0885
H  2.5178  -0.4270  -2.4904  0.0833
H  2.0382  -1.3474  -3.4343  0.0398
O  0.3010  3.4791  -0.7836  0.1031
H  -0.5192  3.6133  -0.9874  -0.0541
H  0.1405  2.8219  -0.2612  -0.0867
O  3.0108  -0.4726  1.3128  0.0321
H  2.2198  -0.3528  1.0095  -0.1132
H  2.8150  -0.0221  2.1098  0.0152
O  -1.3592  -1.5568  -2.1594  -0.1000
H  -1.9348  -1.1821  -2.8855  0.0832
H  -2.1416  -1.8648  -1.5845  0.1004
O  -1.7543  -3.1638  1.8783  -0.0794
H  -1.9231  -3.4697  2.7713  0.0287
H  -1.6428  -2.2099  2.0818  -0.1102
O  -0.4641  2.9655  2.4859  -0.1190
H  -0.4436  3.9385  2.1866  0.0900
H  -1.2359  2.6514  1.9299  0.0038
O  0.4745  1.6557  -2.7095  -0.0227
H  -0.3961  1.4947  -2.4652  -0.0527
H  0.6165  0.7586  -2.8633  -0.0469
O  -2.9565  0.3844  0.0422  0.0002
H  -3.6700  -0.1882  -0.4594  0.1935
H  -2.3313  -0.1662  0.5893  0.0705
O  -1.5941  -0.8592  1.9318  -0.0521
H  -1.3678  -1.1092  2.9153  0.1834
H  -0.7087  -0.9025  1.5550  0.0143
O  1.0476  -3.3818  -1.1233  -0.0403
H  0.8290  -4.2520  -1.0755  -0.0029
H  2.0027  -3.6787  -1.3112  0.1189
O  1.3137  0.7686  3.2664  -0.0401
H  0.7111  1.3997  2.9552  -0.0399
H  1.8923  1.1886  3.9677  0.0955
O  -2.5197  1.3913  -2.7579  -0.0777
H  -2.4624  0.9250  -1.8693  0.0193
H  -2.4873  2.3477  -2.5326  0.0673
O  -2.6730  2.4004  0.8493  -0.1091
H  -3.3202  3.1069  0.7477  0.0480
H  -2.7514  1.4755  0.4007  -0.1488
O  4.0255  0.1119  -1.6558  -0.0274
H  4.1871  0.2712  -0.7376  0.0277
H  4.9387  0.0383  -1.9867  0.0752
O  1.2464  -2.6102  2.1552  0.0258
H  0.7648  -2.2947  1.5237  -0.1307
H  2.0636  -2.3443  1.8242  -0.0113

Record 5
16 unconnected molecules or ions with the total composition CH33O16 in a non-equilibrium geometry. Source: OMol25; level of theory: ωB97M-V with the def2-TZVPD basis set.

Calculated total energy in Ha: -1261.715870
Net charge: -1
Kohn-Sham gap in eV: 7.9207
Energy relative to the best compared isomer or geometry (same formula, charge and spin) in kJ/mol: 238.22

Each line ends with the Löwdin charge.
Positions of all 50 atoms, in Å:
C  -0.5176  -0.1303  -0.3792  -0.1012
O  -0.4554  -1.4689  0.3420  -0.4869
H  -1.0976  0.4704  0.3489  0.0854
H  -0.7248  -0.2951  -1.3986  0.0244
H  0.5296  0.2956  -0.4579  0.0671
O  -0.1413  -3.6844  1.8662  -0.0416
H  -0.1558  -4.4137  1.2448  0.0199
H  -0.1061  -2.8984  1.3520  -0.0466
O  -2.7549  1.2942  3.2287  -0.0335
H  -2.0368  0.7315  3.1267  -0.0629
H  -3.2918  0.9777  2.5470  -0.0195
O  2.9646  1.3882  0.7261  -0.0642
H  3.6336  0.8266  1.1760  0.0886
H  2.2566  1.3735  1.3660  0.0058
O  -2.4507  -3.2376  -0.6764  -0.0687
H  -2.1870  -4.1093  -0.3200  0.0423
H  -1.8028  -2.6091  -0.4037  -0.0482
O  -2.3109  2.7362  0.2512  -0.0147
H  -1.5449  3.2882  0.3568  0.0029
H  -2.1740  2.4680  -0.6135  -0.0401
O  -0.4707  -0.3274  2.8428  -0.0398
H  -0.6337  -0.6494  1.9452  -0.0185
H  0.0934  0.3960  2.7751  -0.0489
O  2.0866  -1.3939  1.0488  -0.0817
H  2.6946  -0.9395  0.4811  -0.0569
H  1.1956  -1.3121  0.6060  -0.0115
O  -3.0400  -1.3136  1.4712  -0.0572
H  -2.2155  -0.9985  1.0538  -0.0091
H  -3.0566  -2.2610  1.5709  0.0263
O  -1.0355  1.9838  -2.5519  -0.0030
H  -0.2089  1.8477  -2.9742  0.0147
H  -1.2798  2.8552  -2.7681  0.0315
O  1.9552  1.6393  -2.1723  -0.0007
H  2.1483  0.7954  -1.7856  0.0075
H  2.5536  2.2141  -1.7853  0.0219
O  0.7280  1.9086  2.2444  -0.0550
H  0.6064  2.3084  1.3505  0.0279
H  1.0894  2.6171  2.8099  0.0921
O  3.5142  -0.3801  -1.0468  -0.0692
H  4.4486  -0.5110  -0.8974  0.0657
H  3.1294  0.4466  -0.6831  -0.0131
O  -0.6989  -0.8544  -3.8331  -0.0776
H  -0.5756  -0.4512  -2.9588  -0.0248
H  -1.3495  -1.5237  -3.5795  0.0406
O  0.2419  -2.6553  -1.9574  -0.0681
H  0.9509  -3.2071  -1.6677  0.0219
H  0.1236  -2.1177  -1.1428  -0.0202
O  0.4052  2.9138  -0.3078  -0.0671
H  0.2906  3.7160  -0.7985  0.0587
H  0.6773  2.2503  -0.9724  0.0057

Record 6
A molecular structure, CH3AsN2O2S4W in a non-equilibrium geometry. Source: OMol25; level of theory: ωB97M-V with the def2-TZVPD basis set.

Calculated total energy in Ha: -4195.538030
Kohn-Sham gap in eV: 5.8577

Each line ends with the Löwdin charge.
Positions of all 14 atoms, in Å:
W  -0.4709  -1.0904  -0.5772  0.2553
N  0.2065  1.0697  0.8089  -0.0838
N  1.6084  0.8970  0.6462  -0.0098
C  2.1139  0.1210  -0.3933  -0.6786
O  3.2901  -0.0054  -0.5701  0.1278
O  1.1446  -0.4257  -1.1028  -0.3289
H  -0.0771  2.0173  0.5147  0.0999
H  -0.0430  0.9605  1.8025  0.0847
H  2.2632  1.4441  1.1913  0.1542
S  -4.8155  -0.1001  -0.0339  0.0037
As  -2.7455  -0.5973  -0.1792  0.2491
S  -0.0739  -1.9707  1.4549  0.0163
S  -1.6487  0.6374  -1.7879  0.0323
S  -0.7520  -2.9573  -1.7740  0.0779

Record 7
A molecular structure, CH3BBr2O2 in a non-equilibrium geometry. Source: OMol25; level of theory: ωB97M-V with the def2-TZVPD basis set.

Calculated total energy in Ha: -5363.345773
Kohn-Sham gap in eV: 9.7450
Energy relative to the best compared isomer or geometry (same formula, charge and spin) in kJ/mol: 46.91

Each line ends with the Löwdin charge.
Positions of all 9 atoms, in Å:
B  0.0385  -0.4035  -0.1865  -0.9402
C  -0.2993  1.0629  0.4389  -1.0464
O  0.5232  -1.3127  0.6282  0.1896
O  -0.3086  -0.5620  -1.5101  0.1087
Br  0.1220  1.1915  2.3067  0.6501
Br  0.9668  2.1717  -0.4922  0.6750
H  -1.4450  1.5420  0.3275  0.1183
H  0.4848  -2.1785  0.3151  0.0881
H  -0.0825  -1.5114  -1.8275  0.1568

Record 8
2 unconnected molecules or ions with the total composition CH3Br2ClOSi in a non-equilibrium geometry. Source: OMol25; level of theory: ωB97M-V with the def2-TZVPD basis set.

Calculated total energy in Ha: -6012.874999
Kohn-Sham gap (spin up / spin down) in eV: 5.5312 / 5.5340
Energy relative to the best compared isomer or geometry (same formula, charge and spin) in kJ/mol: 445.01

Each line ends with the Löwdin charge.
Positions of all 9 atoms, in Å:
C  -0.5457  -0.5557  1.2835  0.4253
O  0.5428  -2.0249  -0.7246  -0.4449
Si  0.0866  -2.6986  -2.0485  -0.9754
Cl  -1.7296  -3.5014  -1.9365  0.3159
Br  0.1907  -1.2563  -3.7609  0.2640
Br  1.6986  -4.2094  -2.6431  0.2553
H  -0.3269  -1.2893  2.0607  0.0629
H  -1.3075  -0.6921  0.6221  -0.0115
H  0.0576  0.4362  1.2510  0.1083

Record 9
A molecular structure, CH3Br2ClOSi in a non-equilibrium geometry. Source: OMol25; level of theory: ωB97M-V with the def2-TZVPD basis set.

Calculated total energy in Ha: -6012.955113
Kohn-Sham gap in eV: 8.4700
Energy relative to the best compared isomer or geometry (same formula, charge and spin) in kJ/mol: 234.67

Each line ends with the Löwdin charge.
Positions of all 9 atoms, in Å:
C  0.4770  -0.4169  0.6046  -0.1822
O  1.2926  0.3477  -0.2004  -0.3547
Si  2.8735  0.4728  -0.5569  -0.3789
Cl  3.4855  0.7597  -2.4242  0.3653
Br  4.0332  2.0784  0.3456  0.4019
Br  3.6481  -2.1297  0.6089  -0.0776
H  0.4490  -0.1066  1.7391  0.1234
H  1.0772  -1.3525  0.7034  0.0005
H  -0.5792  -0.4587  0.2424  0.1023

Record 10
2 unconnected molecules or ions with the total composition CH3Br2P in a non-equilibrium geometry. Source: OMol25; level of theory: ωB97M-V with the def2-TZVPD basis set.

Calculated total energy in Ha: -5529.208097
Kohn-Sham gap (spin up / spin down) in eV: 8.8338 / 4.3892
Energy relative to the best compared isomer or geometry (same formula, charge and spin) in kJ/mol: 319.09

Each line ends with the Löwdin charge.
Positions of all 7 atoms, in Å:
C  -0.0278  -0.2153  -0.1608  -0.5117
P  -1.7409  -0.7857  0.2440  0.3804
Br  3.9388  0.0071  0.3609  0.0050
Br  -2.6490  1.2276  0.4388  0.1244
H  0.4695  -1.1131  -0.5245  0.0208
H  0.2504  0.4742  0.6175  0.0080
H  -0.2410  0.4053  -0.9761  -0.0270

- Look up the calculated total energy of the third one.
  -1487.003103 Ha

What did the ninth record say?
A molecular structure, CH3Br2ClOSi in a non-equilibrium geometry. Source: OMol25; level of theory: ωB97M-V with the def2-TZVPD basis set.

Calculated total energy in Ha: -6012.955113
Kohn-Sham gap in eV: 8.4700
Energy relative to the best compared isomer or geometry (same formula, charge and spin) in kJ/mol: 234.67

Each line ends with the Löwdin charge.
Positions of all 9 atoms, in Å:
C  0.4770  -0.4169  0.6046  -0.1822
O  1.2926  0.3477  -0.2004  -0.3547
Si  2.8735  0.4728  -0.5569  -0.3789
Cl  3.4855  0.7597  -2.4242  0.3653
Br  4.0332  2.0784  0.3456  0.4019
Br  3.6481  -2.1297  0.6089  -0.0776
H  0.4490  -0.1066  1.7391  0.1234
H  1.0772  -1.3525  0.7034  0.0005
H  -0.5792  -0.4587  0.2424  0.1023